Entry 1:
Below is one molecule with the formula C6H12N2O, with properties calculated with ωB97M-V with the def2-TZVPD basis set.

```
21
Properties=species:S:1:pos:R:3:forces:R:3:lowdin_charge:R:1
C -2.73043 0.17353 -0.28588 -0.232 0.201 -0.134 -0.0685
C 1.53961 0.73513 0.98204 -0.101 0.170 -0.133 -0.0517
C -1.37661 -0.24526 0.03614 0.820 0.681 -0.630 0.0142
C -0.37907 -0.91473 0.50234 0.653 -0.076 -0.516 -0.2803
C 0.99688 -0.24041 -0.04963 0.258 -1.179 0.530 -0.4660
N 0.33184 1.95316 -1.42029 -0.409 -0.367 0.107 0.0554
N -0.20166 -2.06232 1.22288 -0.173 0.101 0.233 0.1250
C 1.88992 -1.06728 -0.69438 -0.295 0.194 0.222 -0.0129
O -0.03750 0.61940 -1.08046 -0.656 0.172 0.512 -0.2350
H 0.06969 2.06077 -2.39571 -0.018 0.057 0.045 0.0777
H -0.25938 2.56707 -0.86458 0.068 0.025 -0.037 0.0793
H 0.77171 -2.30369 1.37336 -0.038 0.142 -0.046 0.0935
H -0.84674 -2.28179 1.96436 0.049 -0.039 -0.086 0.0962
H -2.90686 1.22508 -0.03524 0.000 -0.101 0.010 0.0798
H -2.95912 0.03244 -1.34662 0.041 -0.032 0.102 0.0857
H -3.44911 -0.42055 0.29320 0.152 0.032 -0.026 0.0911
H 2.18427 1.47047 0.50148 0.000 -0.063 -0.006 0.0758
H 2.11957 0.20477 1.73911 -0.042 -0.023 -0.084 0.0835
H 0.73871 1.27320 1.49050 -0.039 -0.018 -0.033 0.0795
H 1.55571 -1.75825 -1.45659 -0.030 -0.077 0.084 0.0410
H 2.94855 -1.02072 -0.47601 -0.009 0.203 -0.114 0.0369
```
Forces are in eV/Å.

Results
Energy above the lowest of the compared OMol25 structures with the same formula, charge and spin, kcal per mole: 162.1
Charge: 0
Kohn-Sham gap (spin up / spin down), eV: 7.327 / 7.324
Highest occupied orbital energy (spin up / spin down), eV: -6.67 / -6.67
Calculated total energy, a.u.: -420.325587

***

Entry 2:
Below is a 2-piece molecular cluster, C4H8Cl2 overall, with properties calculated with ωB97M-V with the def2-TZVPD basis set.

```
14
Properties=species:S:1:pos:R:3:forces:R:3:lowdin_charge:R:1
C -0.54475 -0.58814 -1.25706 0.180 0.981 -1.071 -0.1575
C -0.44481 -0.68830 1.25859 -0.972 -3.151 -0.670 -0.1666
C 1.26739 1.24075 -0.06425 -3.352 -1.726 -0.373 -0.5053
C -0.50629 0.12833 0.02612 1.218 2.935 0.766 -0.8579
Cl 2.59166 0.12591 0.25143 -0.154 0.281 -0.197 0.5349
Cl -1.78215 1.38891 0.11639 0.110 -0.011 0.247 0.5862
H 0.52475 -0.77932 -1.13093 0.138 -1.209 -1.986 0.0519
H -0.90201 0.06253 -2.10667 1.313 -0.229 0.808 0.0940
H -1.20337 -1.43562 -1.41931 0.187 -0.545 0.966 0.0838
H -0.58160 -0.16126 2.14923 -0.135 1.082 1.269 0.0482
H 0.46772 -1.29550 1.35020 0.045 0.459 -0.286 0.0622
H -1.26080 -1.51599 1.23854 0.974 1.438 -0.086 0.1220
H 1.18342 1.52151 -1.15376 0.423 0.066 1.510 0.0610
H 1.19084 1.99618 0.74147 0.024 -0.371 -0.898 0.0432
```
Forces are in eV/Å.

Results
Energy above the lowest of the compared OMol25 structures with the same formula, charge and spin, kcal per mole: 58.1
Charge: 0
Kohn-Sham gap, eV: 9.984
Highest occupied orbital energy, eV: -9.16
Calculated total energy, a.u.: -1077.512055

***

Entry 3:
Below is one molecule with the formula C5H6O2, with properties calculated with ωB97M-V with the def2-TZVPD basis set.

```
13
Properties=species:S:1:pos:R:3:forces:R:3:lowdin_charge:R:1
O -2.09067 1.36287 -0.59678 -0.274 -0.711 0.256 0.0529
C -1.96436 0.17096 -0.49243 -0.667 0.088 0.182 -0.2807
C -1.78229 -0.60578 0.85753 -0.146 0.274 -0.284 -0.1230
C -0.34381 -0.47960 0.74144 0.651 0.082 -0.208 -0.0586
C 0.68759 -0.15655 0.20280 -0.035 -0.413 0.741 0.0204
C 2.10295 0.09903 -0.03135 0.245 -0.185 0.335 -0.2761
O 2.46279 0.55305 -1.31260 -0.177 0.232 -0.152 -0.0485
H -1.82064 -0.49079 -1.36901 -0.088 0.108 0.033 0.1317
H -2.19611 -0.11055 1.74298 0.044 0.112 -0.382 0.1193
H -2.08980 -1.66247 0.84783 -0.080 0.421 -0.276 0.1165
H 2.41915 0.78724 0.76389 0.205 -0.045 -0.159 0.1263
H 2.60529 -0.85741 0.11902 0.262 0.133 -0.043 0.1261
H 2.00990 1.39000 -1.47330 0.061 -0.097 -0.043 0.0936
```
Forces are in eV/Å.

Results
Energy above the lowest of the compared OMol25 structures with the same formula, charge and spin, kcal per mole: 68.2
Structure (SMILES): O=CCC#CCO
Charge: 0
Kohn-Sham gap, eV: 10.192
Highest occupied orbital energy, eV: -9.69
Calculated total energy, a.u.: -344.493216